# 1
{"formula": "C5H11N4O2", "method": "the ωB97M-V functional and the def2-TZVPD basis", "total_energy_ha": -566.41159, "total_charge": -1, "gap_ev": [5.1352, 5.1373], "symbols": ["C", "O", "H", "H", "O", "C", "H", "N", "H", "H", "H", "C", "H", "H", "H", "H", "N", "H", "N", "N", "C", "C"], "xyz": [[-1.305, 0.220, -0.309], [-4.571, -0.728, -0.589], [-1.981, 2.060, 0.154], [-0.524, -2.145, -0.880], [-3.817, 1.176, 0.174], [0.080, -1.109, 1.744], [0.684, 2.784, -0.154], [-0.268, -0.110, -1.134], [1.050, -1.711, -1.229], [0.760, -0.238, 1.986], [0.614, -2.054, 1.949], [-0.019, 2.058, -0.562], [-0.475, 2.584, -1.467], [-0.403, -1.695, -2.496], [-0.949, -0.877, 2.009], [1.297, 0.313, -0.106], [-3.621, -0.019, -0.207], [1.305, 0.925, -1.916], [-2.420, -0.432, -0.457], [-1.113, 1.551, 0.225], [0.028, -1.543, -1.468], [0.825, 0.823, -0.906]]}


# 2
{"formula": "C100H210F3N10O14Y", "method": "the ωB97M-V functional and the def2-TZVPD basis", "total_energy_ha": -5874.45146, "total_charge": 0, "gap_ev": 7.9984, "symbols": ["C", "H", "H", "H", "H", "H", "H", "H", "H", "F", "C", "H", "H", "H", "H", "C", "O", "O", "H", "H", "C", "H", "H", "C", "H", "H", "C", "C", "C", "O", "H", "H", "C", "C", "H", "C", "H", "C", "C", "N", "C", "C", "H", "H", "C", "H", "C", "C", "H", "H", "C", "Y", "H", "H", "H", "C", "H", "H", "H", "H", "H", "C", "H", "H", "H", "H", "C", "C", "C", "H", "C", "H", "H", "C", "H", "H", "C", "H", "H", "N", "H", "N", "H", "C", "H", "H", "H", "H", "C", "H", "C", "C", "H", "N", "H", "H", "C", "H", "H", "H", "C", "O", "H", "C", "H", "H", "H", "C", "H", "C", "H", "H", "H", "H", "H", "H", "C", "C", "H", "C", "H", "C", "C", "H", "H", "C", "C", "H", "H", "H", "C", "H", "H", "C", "H", "H", "H", "H", "C", "C", "H", "H", "H", "H", "H", "C", "H", "H", "H", "H", "C", "H", "H", "C", "O", "H", "H", "H", "H", "H", "H", "O", "H", "C", "H", "H", "H", "H", "H", "C", "C", "H", "N", "C", "H", "H", "O", "C", "N", "H", "H", "H", "H", "H", "H", "H", "O", "H", "C", "H", "C", "H", "H", "H", "H", "H", "C", "H", "H", "C", "H", "H", "H", "H", "H", "H", "H", "H", "O", "C", "H", "H", "H", "H", "H", "H", "H", "H", "H", "H", "H", "H", "H", "C", "O", "H", "H", "H", "H", "H", "N", "N", "O", "H", "H", "H", "C", "H", "H", "C", "C", "H", "H", "C", "H", "H", "H", "C", "H", "H", "C", "H", "H", "C", "H", "C", "H", "C", "C", "H", "H", "C", "H", "C", "H", "H", "C", "H", "H", "H", "C", "H", "C", "H", "C", "C", "C", "H", "H", "C", "H", "H", "O", "C", "H", "H", "H", "H", "C", "H", "H", "H", "H", "H", "H", "C", "O", "C", "H", "H", "N", "H", "H", "H", "C", "C", "H", "H", "N", "F", "C", "H", "C", "C", "C", "C", "C", "C", "H", "C", "C", "F", "H", "H", "H", "H", "O", "C", "H", "C", "H", "H", "C", "H", "H", "C", "H", "C"], "xyz": [[-21.236, -17.853, 13.038], [-14.563, -15.602, 15.669], [-21.107, -20.920, 17.514], [-13.228, -26.340, 15.177], [-16.958, -23.088, 18.717], [-16.323, -14.693, 20.526], [-6.511, -20.235, 26.943], [-18.305, -19.848, 17.006], [-14.888, -25.440, 13.178], [-12.322, -22.741, 12.614], [-15.705, -13.073, 19.225], [-14.492, -26.283, 18.990], [-13.391, -19.575, 16.245], [-18.381, -10.491, 20.514], [-18.095, -25.083, 25.809], [-12.423, -19.656, 15.751], [-14.996, -24.752, 16.720], [-19.141, -15.062, 11.672], [-20.261, -13.307, 20.732], [-10.822, -21.639, 14.782], [-20.735, -12.058, 25.093], [-15.245, -13.300, 17.201], [-12.808, -14.755, 9.905], [-12.478, -23.636, 18.677], [-23.220, -19.834, 23.047], [-18.689, -11.708, 26.928], [-15.784, -11.208, 17.353], [-14.150, -13.202, 19.463], [-11.510, -22.720, 18.018], [-17.558, -16.378, 25.003], [-18.046, -19.360, 24.702], [-14.935, -27.864, 18.190], [-20.058, -13.854, 22.840], [-16.058, -16.999, 14.102], [-14.358, -21.763, 24.785], [-18.556, -12.539, 26.235], [-6.565, -21.390, 25.578], [-7.080, -20.567, 26.074], [-10.139, -19.366, 22.750], [-15.450, -24.375, 24.893], [-18.772, -21.323, 15.502], [-20.549, -15.720, 14.193], [-18.326, -23.779, 15.014], [-16.338, -9.298, 18.010], [-16.482, -24.667, 12.120], [-9.409, -23.012, 17.322], [-19.982, -21.698, 14.640], [-15.277, -16.242, 26.723], [-20.854, -23.886, 21.111], [-8.486, -18.397, 26.529], [-13.760, -14.821, 10.431], [-15.343, -22.527, 16.267], [-14.718, -26.598, 23.578], [-24.665, -23.497, 21.418], [-12.036, -15.840, 14.412], [-19.264, -12.395, 24.836], [-17.586, -14.439, 24.341], [-11.631, -21.407, 19.805], [-6.909, -17.683, 26.517], [-18.640, -11.017, 23.254], [-9.980, -20.093, 21.953], [-21.234, -18.829, 11.763], [-20.171, -14.738, 13.908], [-20.637, -21.411, 21.603], [-15.561, -19.910, 24.387], [-18.756, -10.231, 24.826], [-15.602, -26.580, 26.002], [-19.879, -17.014, 10.477], [-21.651, -12.218, 23.877], [-17.328, -14.557, 19.273], [-20.059, -20.752, 17.762], [-15.992, -26.215, 26.952], [-15.419, -14.795, 24.099], [-19.310, -21.928, 18.439], [-20.800, -20.849, 23.217], [-13.584, -12.275, 19.366], [-13.287, -21.881, 12.255], [-18.657, -18.266, 23.650], [-24.175, -20.059, 21.499], [-7.953, -19.653, 23.902], [-9.638, -20.031, 19.396], [-16.422, -17.182, 24.722], [-14.824, -23.304, 26.316], [-14.322, -15.312, 14.647], [-14.189, -14.236, 14.750], [-21.965, -16.962, 9.537], [-8.599, -16.194, 25.558], [-20.031, -24.687, 17.813], [-14.945, -9.987, 20.182], [-9.969, -17.551, 24.575], [-17.825, -20.463, 14.657], [-20.913, -23.783, 23.968], [-22.163, -17.943, 13.604], [-19.182, -13.629, 24.038], [-9.553, -21.395, 16.050], [-12.554, -26.358, 16.854], [-16.158, -25.687, 24.847], [-14.410, -24.118, 22.032], [-14.294, -19.441, 18.431], [-12.055, -24.101, 19.567], [-15.085, -16.692, 25.236], [-15.427, -20.976, 18.018], [-17.175, -16.543, 22.140], [-17.733, -23.709, 18.269], [-19.537, -21.925, 22.886], [-15.455, -26.067, 21.386], [-14.912, -8.929, 20.441], [-7.146, -19.320, 25.065], [-15.938, -17.339, 15.131], [-15.189, -19.912, 18.839], [-22.235, -13.617, 22.468], [-10.800, -18.524, 22.546], [-5.195, -19.792, 24.047], [-17.635, -14.555, 13.735], [-22.700, -12.070, 24.132], [-18.704, -13.125, 21.280], [-15.372, -19.124, 23.655], [-18.509, -16.947, 9.735], [-13.699, -14.041, 18.934], [-20.990, -16.482, 9.461], [-10.607, -19.883, 23.588], [-17.813, -18.952, 23.719], [-8.016, -18.179, 21.894], [-22.281, -22.274, 19.994], [-13.541, -27.713, 16.114], [-14.577, -22.060, 13.046], [-25.258, -21.903, 23.379], [-19.028, -15.662, 22.198], [-22.540, -20.546, 21.603], [-17.631, -10.479, 18.178], [-10.900, -19.840, 17.593], [-13.440, -22.917, 23.846], [-17.618, -17.285, 10.264], [-16.493, -17.391, 22.198], [-5.587, -18.074, 24.075], [-21.001, -23.558, 17.147], [-19.765, -16.218, 14.764], [-11.607, -19.185, 18.104], [-24.069, -22.597, 21.274], [-13.054, -16.002, 14.057], [-17.472, -21.017, 13.787], [-19.846, -22.623, 14.080], [-15.455, -17.167, 21.954], [-19.790, -19.407, 16.180], [-14.198, -21.749, 23.008], [-14.384, -22.373, 23.882], [-16.263, -27.370, 23.327], [-13.104, -17.091, 14.045], [-13.143, -17.486, 10.640], [-14.434, -19.656, 20.778], [-22.761, -23.047, 20.594], [-23.596, -22.402, 25.117], [-14.121, -21.308, 20.328], [-10.877, -21.887, 19.181], [-7.504, -20.860, 23.333], [-14.233, -10.146, 19.372], [-18.497, -17.402, 8.745], [-16.905, -14.694, 15.360], [-9.211, -20.965, 18.140], [-24.594, -21.934, 20.586], [-15.936, -16.878, 27.313], [-12.827, -22.554, 16.000], [-16.968, -13.154, 17.413], [-14.076, -15.719, 11.708], [-12.008, -18.656, 15.621], [-17.532, -12.910, 26.282], [-14.450, -15.108, 9.638], [-10.121, -22.409, 19.767], [-22.887, -15.302, 13.027], [-10.124, -20.665, 18.655], [-15.059, -26.781, 18.205], [-17.200, -22.416, 24.720], [-18.055, -22.410, 16.242], [-16.701, -14.570, 14.297], [-16.353, -13.551, 14.124], [-15.329, -19.822, 22.818], [-17.543, -23.355, 15.374], [-14.842, -20.498, 20.219], [-15.328, -15.247, 12.347], [-10.046, -24.408, 18.049], [-12.079, -22.950, 15.547], [-19.102, -13.299, 26.794], [-16.650, -25.612, 11.604], [-21.107, -15.400, 9.526], [-20.994, -11.062, 25.453], [-8.098, -20.916, 26.242], [-17.882, -13.775, 23.714], [-10.407, -24.062, 16.436], [-18.817, -23.009, 17.404], [-20.515, -23.272, 24.845], [-15.973, -25.637, 22.244], [-17.544, -8.950, 20.696], [-10.157, -19.139, 17.213], [-17.676, -23.083, 23.098], [-15.878, -15.333, 26.689], [-15.768, -20.837, 20.685], [-22.113, -15.541, 12.298], [-18.560, -21.419, 19.045], [-14.515, -26.627, 26.062], [-19.226, -20.248, 16.583], [-7.003, -17.934, 22.212], [-8.026, -21.601, 23.651], [-13.092, -17.382, 25.338], [-15.645, -15.175, 18.932], [-16.457, -14.273, 11.351], [-17.017, -25.541, 21.945], [-18.264, -24.063, 19.152], [-18.259, -15.937, 9.411], [-16.487, -15.203, 11.588], [-20.057, -18.467, 10.876], [-21.467, -11.414, 23.164], [-9.986, -20.082, 14.931], [-12.156, -16.184, 12.270], [-20.216, -15.984, 23.299], [-20.009, -22.457, 19.088], [-15.902, -23.654, 21.619], [-7.953, -18.853, 21.040], [-16.639, -18.566, 17.837], [-12.499, -14.497, 12.519], [-22.194, -24.713, 21.949], [-25.309, -22.714, 24.105], [-8.372, -17.209, 21.546], [-7.145, -16.626, 24.443], [-16.491, -18.122, 23.566], [-22.854, -21.917, 24.748], [-14.260, -15.688, 23.382], [-21.148, -19.880, 12.040], [-14.008, -13.776, 10.621], [-19.210, -18.867, 11.433], [-17.389, -11.234, 24.536], [-12.170, -21.842, 17.028], [-22.891, -22.482, 23.487], [-14.900, -21.329, 14.218], [-17.949, -19.683, 22.922], [-14.860, -17.445, 10.487], [-21.497, -24.627, 24.334], [-10.339, -23.576, 17.409], [-9.366, -16.597, 23.346], [-20.805, -16.745, 8.420], [-16.261, -14.450, 19.465], [-14.046, -17.150, 11.149], [-14.352, -16.007, 27.249], [-15.972, -27.604, 25.953], [-13.939, -18.588, 23.952], [-22.901, -23.841, 19.860], [-5.169, -18.829, 25.550], [-13.987, -13.402, 20.522], [-18.454, -11.148, 24.320], [-20.557, -18.273, 13.781], [-19.764, -11.886, 21.709], [-13.390, -26.638, 16.213], [-16.739, -23.889, 11.401], [-19.881, -24.535, 16.108], [-16.015, -12.709, 17.698], [-20.755, -21.882, 15.386], [-20.898, -16.343, 12.806], [-16.181, -11.085, 16.345], [-21.503, -13.564, 23.274], [-10.366, -20.940, 15.485], [-14.524, -10.475, 21.061], [-16.064, -17.917, 19.407], [-17.694, -25.608, 24.942], [-17.167, -19.346, 19.249], [-14.754, -26.156, 16.768], [-15.502, -26.567, 16.089], [-17.174, -10.158, 21.791], [-5.701, -19.013, 24.616], [-14.777, -10.790, 17.352], [-17.161, -12.654, 21.776], [-16.961, -20.079, 15.199], [-12.936, -15.493, 12.589], [-21.068, -12.771, 25.847], [-16.297, -10.608, 19.838], [-21.801, -14.528, 12.042], [-14.619, -15.476, 24.389], [-15.017, -24.550, 12.561], [-16.304, -18.818, 18.843], [-20.683, -15.554, 21.692], [-13.254, -19.416, 24.129], [-19.727, -12.972, 21.622], [-12.619, -20.071, 14.763], [-16.755, -21.762, 23.022], [-16.261, -12.424, 21.537], [-9.068, -17.438, 23.972], [-16.871, -17.989, 21.368], [-17.078, -17.025, 13.720], [-14.364, -24.429, 11.697], [-15.406, -21.986, 12.343], [-20.002, -15.277, 22.497], [-21.468, -15.611, 14.770], [-21.753, -14.358, 23.978], [-14.239, -18.516, 26.061], [-20.029, -24.197, 23.484], [-13.758, -14.923, 24.766], [-18.348, -19.677, 14.111], [-16.562, -10.320, 18.314], [-15.649, -23.752, 26.115], [-17.418, -10.032, 20.736], [-22.535, -16.084, 11.453], [-17.236, -24.635, 12.906], [-19.770, -16.317, 11.815], [-18.317, -15.168, 12.153], [-20.038, -19.006, 9.929], [-16.125, -26.565, 18.284], [-14.077, -17.835, 25.225], [-23.848, -21.879, 22.656], [-20.040, -19.932, 18.480], [-22.178, -18.754, 11.223], [-16.406, -12.075, 20.148], [-12.817, -20.657, 12.282], [-15.788, -26.405, 23.505], [-20.426, -20.854, 14.113], [-15.423, -24.211, 22.423], [-16.894, -22.610, 23.693], [-20.584, -21.747, 22.639], [-21.805, -23.748, 21.626], [-23.451, -20.477, 22.198], [-21.543, -22.885, 22.928], [-26.079, -22.205, 22.728], [-19.989, -23.943, 17.017], [-7.663, -18.127, 25.867], [-13.553, -22.093, 10.954], [-18.186, -26.561, 24.746], [-13.419, -23.204, 19.019], [-25.459, -20.926, 23.819], [-18.055, -17.007, 25.531], [-14.770, -23.419, 13.520], [-8.057, -16.926, 24.959], [-15.589, -17.778, 13.500], [-8.809, -18.695, 23.141], [-14.222, -17.845, 11.970], [-18.091, -24.961, 24.160], [-15.556, -23.423, 23.787], [-12.765, -24.435, 17.994], [-17.302, -24.600, 17.814], [-11.486, -20.648, 16.455], [-13.600, -17.999, 23.099], [-15.591, -15.513, 13.789]]}


What are the max |F| values for these records? In order: 4.30, 4.92 eV/A.